No. 1
4 unconnected molecules or ions with the total composition C12H32O4 at a distorted geometry, computed with ωB97M-V with the def2-TZVPD basis set.

SMILES string	CC(C)O.CC(C)O.CC(C)O.CC(C)O
Kohn-Sham gap	0.3845	Ha
largest force on an atom	1.09	eV/A

Each line ends with the Löwdin charge.
Atoms and positions in Å:
C  32.508  -9.763  -4.320  -0.063
C  31.533  -8.839  -3.590  -0.480
C  32.230  -7.940  -2.594  -0.048
O  30.855  -7.990  -4.526  -0.063
H  32.954  -10.505  -3.653  0.083
H  33.375  -9.209  -4.699  0.082
H  32.042  -10.284  -5.156  0.076
H  30.817  -9.521  -3.115  0.133
H  31.681  -7.054  -2.273  0.074
H  33.112  -7.503  -3.078  0.087
H  32.536  -8.533  -1.733  0.087
H  30.619  -8.516  -5.298  0.089
C  28.358  -3.837  -5.094  -0.050
C  29.395  -4.944  -5.260  -0.499
C  30.113  -4.788  -6.600  -0.061
O  30.328  -4.899  -4.202  -0.062
H  28.789  -2.994  -4.551  0.081
H  27.454  -4.159  -4.576  0.074
H  28.027  -3.449  -6.058  0.071
H  28.876  -5.909  -5.243  0.130
H  29.439  -4.733  -7.456  0.075
H  30.738  -5.666  -6.796  0.071
H  30.744  -3.899  -6.581  0.084
H  30.841  -5.719  -4.214  0.060
C  32.859  -1.924  -0.398  -0.054
C  32.193  -2.559  -1.618  -0.503
C  33.183  -2.644  -2.770  -0.061
O  31.713  -3.836  -1.240  -0.051
H  33.784  -2.454  -0.182  0.076
H  32.191  -1.953  0.462  0.077
H  33.034  -0.874  -0.641  0.077
H  31.354  -1.924  -1.942  0.136
H  32.780  -3.108  -3.672  0.069
H  34.083  -3.204  -2.497  0.078
H  33.529  -1.636  -3.022  0.065
H  31.236  -4.247  -1.969  0.061
C  37.040  -1.485  -2.048  -0.058
C  37.169  -0.021  -2.503  -0.495
C  35.901  0.461  -3.145  -0.068
O  37.477  0.793  -1.364  -0.055
H  37.999  -1.855  -1.686  0.074
H  36.791  -2.103  -2.916  0.077
H  36.239  -1.524  -1.313  0.075
H  38.011  0.047  -3.203  0.133
H  35.580  -0.253  -3.902  0.075
H  35.981  1.447  -3.611  0.080
H  35.073  0.611  -2.446  0.080
H  38.288  0.475  -0.962  0.081


No. 2
A molecular structure, C2H4CoF3NO5S2 at a distorted geometry, computed with ωB97M-V with the def2-TZVPD basis set.

Kohn-Sham gap (alpha / beta)	0.2871 / 0.2554	Ha
charge	+1
spin multiplicity	5
largest force on an atom	4.17	eV/A

Each line ends with the Löwdin charge.
Atoms and positions in Å:
N  0.588  0.094  -0.590  -0.464
S  -0.667  0.852  -1.512  0.980
O  -1.593  -0.438  -1.331  -0.532
O  -1.372  1.862  -0.623  -0.456
S  0.710  0.143  1.032  0.862
O  -0.759  0.046  1.346  -0.379
O  1.104  -0.508  2.295  -0.203
C  2.399  1.009  0.931  -0.687
F  3.294  0.174  0.437  0.189
F  2.318  2.080  0.165  0.154
F  2.885  1.446  2.076  0.185
Co  -2.408  0.432  0.375  1.029
O  -4.032  0.422  1.064  -0.174
H  -4.780  -0.079  0.741  0.055
C  0.426  -1.549  -1.516  0.089
H  1.340  -1.231  -2.046  0.131
H  -0.339  -2.227  -1.102  0.128
H  0.885  -2.527  -1.739  0.093